Record 1
Here is 12 unconnected molecules or ions with the total composition C21H35Cl22NO3P in a non-equilibrium geometry from the Open Molecules 2025 dataset. Energies are from ωB97M-V/def2-TZVPD.

Each line ends with the Mulliken charge.
Atoms and positions in Å:
Cl  4.44  -3.94  -2.71  -0.168
Cl  0.72  2.08  -5.49  -0.189
H  -7.80  4.83  -7.26  0.304
C  -7.91  -0.91  0.20  0.201
H  -1.10  1.00  -4.44  0.348
H  5.11  1.42  1.47  0.274
Cl  11.64  -1.94  2.94  -0.137
C  11.24  -1.30  4.53  -0.263
O  6.79  3.60  1.59  -0.351
H  2.60  -0.01  -1.40  0.341
Cl  -2.96  1.61  0.18  -0.116
Cl  -7.42  -2.21  1.29  -0.169
C  -0.26  1.61  -4.09  0.088
Cl  -2.99  0.26  2.76  -0.141
O  8.02  -2.01  0.21  -0.752
C  -6.62  -4.10  -4.99  -0.277
C  -6.97  0.22  -3.22  0.438
C  0.39  0.24  1.19  0.098
C  1.08  -0.53  2.12  -0.258
C  -2.76  4.69  -3.53  -0.305
C  5.34  -0.62  0.05  -1.155
H  0.11  2.58  5.89  0.309
C  6.04  -0.58  1.44  -0.143
H  8.41  0.30  0.60  -0.048
C  5.04  -5.13  -1.55  -0.233
C  0.93  0.44  -0.08  -0.268
H  11.86  -1.79  5.27  0.281
O  6.98  1.62  2.38  -0.196
H  -6.13  -0.17  -3.78  0.101
Cl  4.05  -5.19  -0.09  -0.153
H  -6.94  -4.04  -6.03  0.269
H  -4.32  2.06  2.05  0.327
H  -4.77  0.55  1.23  -0.170
H  2.82  -1.71  2.51  0.379
H  11.42  -0.23  4.54  0.240
C  4.13  -1.58  0.10  -0.616
Cl  0.30  0.94  4.21  -0.074
C  -0.09  1.52  5.83  -0.477
H  -2.00  5.46  -3.51  0.285
C  -7.23  3.91  -7.37  -0.307
Cl  -8.05  -4.09  -3.95  -0.146
Cl  -7.47  1.74  -3.95  -0.178
Cl  -6.90  0.53  0.42  -0.198
H  6.03  -1.05  -0.68  0.685
Cl  -5.81  3.99  -6.33  -0.054
H  6.05  -4.87  -1.28  0.237
C  -4.48  -0.81  7.51  -0.225
H  -7.83  3.06  -7.08  0.230
H  5.24  0.65  3.02  0.279
Cl  -5.07  0.70  6.79  -0.157
H  -3.73  5.13  -3.33  0.289
Cl  -5.72  -2.07  7.48  -0.169
H  0.69  -0.73  3.12  0.559
Cl  -2.79  3.97  -5.15  -0.156
C  5.78  0.79  2.08  -0.469
H  4.34  -2.38  0.81  0.435
H  0.40  1.05  -0.85  0.309
P  7.77  -0.85  1.14  0.511
C  2.15  -0.14  -0.43  -0.359
H  -6.08  -5.02  -4.82  0.285
H  5.01  -6.11  -2.02  0.312
H  5.07  0.38  -0.33  0.547
H  -4.21  -0.61  8.54  0.311
Cl  0.68  0.66  -2.93  -0.165
H  -8.94  -0.64  0.41  0.315
Cl  9.54  -1.58  4.94  -0.138
Cl  -5.52  -2.75  -4.67  -0.114
C  -3.94  1.16  1.58  0.090
Cl  -6.79  3.73  -9.08  -0.165
Cl  -2.40  3.50  -2.28  -0.080
C  2.29  -1.11  1.78  -0.508
H  8.39  -1.21  2.37  -0.172
H  -7.81  -1.26  -0.82  -0.186
H  0.53  0.99  6.55  0.275
H  3.99  -1.97  -0.92  -0.031
H  -0.57  0.68  1.42  -0.063
C  2.83  -0.93  0.51  0.031
H  -6.68  0.41  -2.19  -0.179
H  -0.64  2.52  -3.63  -0.193
Cl  -8.27  -0.99  -3.24  -0.178
Cl  -1.79  1.24  6.24  -0.106
H  -3.62  -1.15  6.95  0.237
N  7.15  2.52  1.31  0.135

Computed properties:
Net charge: -1
Orbital gap, eV: 4.30
Largest force on an atom, eV/Å: 2.28

Record 2
Here is 2 unconnected molecules or ions with the total composition C21H35FN7O3 in a non-equilibrium geometry from the Open Molecules 2025 dataset. Energies are from ωB97M-V/def2-TZVPD.

Each line ends with the natural charge from an NBO analysis.
Atoms and positions in Å:
H  3.92  5.34  -4.47  0.220
C  1.68  -2.78  -0.64  0.668
C  -3.07  -2.33  -1.58  -0.298
H  3.16  2.33  -1.90  0.154
O  -0.82  -3.40  4.13  -0.640
N  0.81  -1.93  -0.13  -0.559
N  2.95  -2.50  -0.74  -0.759
C  3.58  4.36  -2.55  -0.412
H  1.75  0.29  2.32  0.226
H  1.44  -1.63  3.83  0.230
C  2.47  3.71  -4.57  -0.208
H  1.74  4.02  -5.32  0.204
H  3.24  3.10  -5.06  0.158
H  -2.61  2.76  3.96  0.253
C  1.16  1.70  -3.71  -0.297
H  0.05  0.37  4.30  0.404
C  -3.56  -0.18  -0.62  -0.236
H  1.94  3.52  -1.40  0.208
C  -1.36  -2.35  3.79  0.658
C  -1.69  2.21  4.19  -0.710
C  -1.70  -0.41  -2.18  0.113
H  4.59  3.96  -2.64  0.201
C  1.70  -0.71  1.89  -0.400
H  -4.33  -2.43  5.23  0.211
C  -2.50  0.38  -1.33  -0.214
C  -1.72  0.88  3.48  0.687
H  0.14  -0.06  0.56  0.259
N  1.28  -3.95  -1.06  -0.754
N  1.86  2.99  -3.45  -0.443
H  -4.17  0.44  0.03  0.251
N  -0.65  0.11  -2.95  -0.631
H  -2.32  1.45  -1.23  0.253
H  1.00  -2.66  2.48  0.229
H  -3.08  -3.69  5.31  0.231
H  -3.32  -3.38  -1.68  0.235
H  1.74  -0.02  -0.15  0.218
O  0.11  1.70  -1.53  -0.618
O  -2.67  0.57  2.79  -0.662
H  0.32  -4.22  -0.93  0.426
F  -4.89  -2.07  -0.06  -0.311
H  3.60  -3.16  -1.11  0.423
C  3.11  4.91  -3.89  -0.402
C  0.94  -1.64  2.86  -0.409
H  1.95  -4.61  -1.42  0.419
C  -0.55  -1.27  3.05  -0.124
H  -1.43  -2.40  -2.97  0.207
H  2.72  -1.08  1.81  0.198
H  -1.02  -1.22  2.07  0.211
N  -2.65  -2.09  4.01  -0.611
H  2.35  5.68  -3.72  0.210
H  3.26  -1.60  -0.42  0.427
H  -4.13  -3.57  3.89  0.201
H  -3.00  -1.20  3.67  0.424
H  -0.51  -0.30  -3.86  0.402
C  2.62  3.22  -2.21  -0.209
H  3.58  5.13  -1.77  0.220
N  -0.67  0.07  3.67  -0.616
C  -3.60  -3.00  4.65  -0.417
C  0.14  1.22  -2.66  0.686
C  -3.85  -1.54  -0.74  0.381
H  -0.17  -2.19  -0.16  0.430
H  -1.64  2.06  5.27  0.236
H  1.92  0.92  -3.83  0.182
H  0.63  1.79  -4.66  0.224
H  -0.84  2.79  3.86  0.231
C  -2.00  -1.78  -2.30  -0.220
C  1.08  -0.61  0.49  -0.246

Computed properties:
Net charge: +1
Orbital gap, eV: 7.56
Largest force on an atom, eV/Å: 1.93

> Which of these has the lowest largest force on an atom?

C21H35FN7O3